Record 1
{
  "formula": "C33H33CoN7O2S2",
  "method": "ωB97M-V/def2-TZVPD",
  "elements": ["Co", "C", "C", "N", "C", "C", "C", "C", "C", "C", "C", "N", "C", "C", "N", "N", "H", "H", "H", "H", "H", "H", "H", "H", "H", "H", "H", "H", "H", "H", "H", "H", "H", "H", "S", "C", "C", "C", "C", "N", "C", "C", "C", "S", "C", "N", "H", "H", "C", "O", "C", "C", "C", "C", "C", "C", "N", "C", "C", "C", "C", "C", "C", "C", "O", "H", "H", "H", "H", "H", "H", "H", "H", "H", "H", "H", "H", "H"],
  "coordinates": [[-0.715, -0.259, 0.603], [-2.674, -2.537, 0.631], [-3.551, -1.308, 0.828], [-2.791, -0.201, 1.413], [-2.588, -0.250, 2.862], [-1.390, -1.085, 3.225], [-1.255, -1.799, 4.404], [-0.060, -2.457, 4.648], [0.970, -2.388, 3.723], [0.768, -1.661, 2.563], [1.814, -1.448, 1.496], [1.196, -1.255, 0.185], [0.887, -2.483, -0.552], [-0.389, -3.144, -0.053], [-1.459, -2.159, -0.079], [-0.395, -1.045, 2.336], [-2.378, -2.962, 1.594], [-3.246, -3.312, 0.104], [-3.916, -0.962, -0.142], [-4.422, -1.571, 1.441], [-3.235, 0.669, 1.154], [-2.347, 0.767, 3.188], [-3.475, -0.592, 3.407], [-2.070, -1.832, 5.113], [0.070, -3.023, 5.560], [1.914, -2.887, 3.893], [2.344, -0.525, 1.749], [2.543, -2.267, 1.509], [1.771, -0.652, -0.396], [0.727, -2.187, -1.589], [1.722, -3.197, -0.521], [-0.605, -4.022, -0.676], [-0.280, -3.504, 0.974], [-1.663, -1.880, -1.038], [-0.139, 1.998, 1.175], [1.407, 2.186, 1.868], [2.438, 2.719, 1.059], [3.748, 2.714, 1.459], [4.760, 3.180, 0.554], [5.555, 3.561, -0.183], [4.102, 2.201, 2.738], [3.116, 1.748, 3.573], [1.744, 1.779, 3.201], [0.576, 1.425, 4.371], [5.473, 2.151, 3.156], [6.566, 2.097, 3.505], [2.178, 3.068, 0.069], [3.370, 1.373, 4.554], [-0.438, 3.150, -3.068], [-0.210, 1.826, -3.510], [0.944, 1.223, -3.147], [2.025, 1.885, -2.585], [3.215, 1.215, -2.318], [3.331, -0.126, -2.638], [2.234, -0.799, -3.161], [1.014, -0.164, -3.372], [-0.058, -0.939, -3.823], [-1.435, -0.795, -3.829], [-2.310, -0.016, -3.035], [-3.619, 0.201, -3.528], [-4.502, 1.068, -2.920], [-4.085, 1.804, -1.812], [-2.824, 1.583, -1.273], [-1.966, 0.608, -1.791], [-0.828, 0.276, -1.226], [-1.427, 3.418, -3.430], [0.306, 3.840, -3.476], [-0.427, 3.196, -1.974], [1.949, 2.940, -2.364], [4.049, 1.755, -1.891], [4.262, -0.653, -2.485], [2.314, -1.855, -3.395], [0.253, -1.741, -4.351], [-1.886, -1.321, -4.662], [-3.909, -0.303, -4.443], [-5.487, 1.218, -3.339], [-4.733, 2.556, -1.379], [-2.468, 2.170, -0.434]],
  "nbo_charge": [1.10, -0.23, -0.23, -0.65, -0.28, 0.24, -0.21, -0.14, -0.25, 0.25, -0.26, -0.65, -0.23, -0.23, -0.65, -0.49, 0.20, 0.20, 0.23, 0.19, 0.41, 0.26, 0.19, 0.22, 0.23, 0.23, 0.25, 0.20, 0.42, 0.23, 0.19, 0.20, 0.20, 0.41, -0.18, -0.17, -0.18, -0.08, 0.26, -0.29, -0.19, -0.14, -0.26, -0.01, 0.27, -0.29, 0.24, 0.24, -0.26, -0.50, 0.30, -0.29, -0.24, -0.24, -0.29, 0.20, -0.59, -0.01, -0.18, -0.18, -0.28, -0.22, -0.35, 0.35, -0.82, 0.21, 0.17, 0.20, 0.22, 0.23, 0.22, 0.20, 0.39, 0.18, 0.20, 0.21, 0.21, 0.22],
  "multiplicity": 4,
  "homo_energy_ev": [-5.497, -7.595],
  "de_lowest_kcal_mol": 32.05,
  "gap_ev": [5.40, 5.44]
}

Record 2
{
  "formula": "C33H33N2O9PPdS2",
  "method": "ωB97M-V/def2-TZVPD",
  "elements": ["Pd", "C", "C", "C", "C", "C", "O", "C", "N", "C", "C", "C", "C", "C", "C", "P", "C", "C", "C", "C", "C", "C", "C", "C", "C", "C", "C", "C", "H", "H", "H", "H", "H", "H", "H", "H", "H", "H", "H", "H", "H", "H", "H", "H", "H", "H", "H", "H", "H", "H", "H", "H", "C", "C", "C", "C", "C", "C", "C", "S", "O", "O", "N", "C", "C", "O", "O", "H", "H", "H", "H", "H", "H", "H", "H", "H", "O", "S", "O", "O", "O"],
  "coordinates": [[-0.440, -1.131, 0.962], [2.736, -4.641, 0.927], [2.262, -3.261, 1.375], [2.815, -2.921, 2.761], [2.646, -2.221, 0.313], [4.150, -1.909, 0.332], [4.213, -0.531, 0.716], [2.953, -0.052, 0.755], [2.019, -0.890, 0.506], [2.898, 1.405, 0.964], [4.127, 2.079, 0.947], [4.192, 3.455, 1.013], [3.021, 4.193, 1.085], [1.805, 3.539, 1.128], [1.723, 2.147, 1.099], [0.026, 1.461, 1.128], [-0.328, 2.162, -0.574], [0.449, 1.636, -1.605], [0.339, 2.130, -2.893], [-0.556, 3.154, -3.167], [-1.331, 3.682, -2.145], [-1.221, 3.190, -0.853], [-0.902, 2.523, 2.273], [-2.274, 2.719, 2.111], [-2.976, 3.471, 3.038], [-2.328, 4.013, 4.139], [-0.968, 3.805, 4.312], [-0.259, 3.055, 3.390], [2.429, -5.395, 1.653], [3.827, -4.672, 0.858], [2.321, -4.907, -0.047], [1.177, -3.267, 1.435], [3.872, -3.183, 2.848], [2.263, -3.485, 3.512], [2.679, -1.865, 2.999], [2.322, -2.590, -0.662], [4.628, -2.021, -0.642], [4.697, -2.489, 1.071], [5.036, 1.503, 0.876], [5.152, 3.954, 0.998], [3.050, 5.275, 1.102], [0.892, 4.115, 1.190], [1.155, 0.842, -1.377], [0.951, 1.725, -3.690], [-0.648, 3.542, -4.173], [-2.024, 4.489, -2.351], [-1.820, 3.616, -0.062], [-2.785, 2.232, 1.294], [-4.040, 3.621, 2.911], [-2.889, 4.578, 4.871], [-0.462, 4.209, 5.179], [0.792, 2.858, 3.544], [-2.289, -1.685, -6.354], [-2.517, -1.521, -4.878], [-1.449, -1.268, -4.021], [-1.653, -1.126, -2.662], [-2.937, -1.241, -2.149], [-4.015, -1.490, -2.981], [-3.797, -1.631, -4.341], [-3.191, -0.902, -0.420], [-4.597, -0.970, -0.150], [-2.498, 0.338, -0.160], [-2.363, -2.008, 0.456], [-2.409, -3.349, 0.176], [-1.101, -3.661, -0.877], [-1.336, -4.549, -1.656], [-0.137, -2.918, -0.638], [-1.359, -1.210, -6.663], [-3.109, -1.256, -6.930], [-2.224, -2.746, -6.607], [-0.446, -1.173, -4.418], [-0.830, -0.924, -1.993], [-5.010, -1.554, -2.557], [-4.633, -1.838, -4.998], [-3.327, -3.697, -0.297], [-2.133, -3.952, 1.043], [-0.107, -1.924, 3.003], [-0.424, -0.521, 3.412], [-0.526, -0.341, 4.822], [0.699, 0.341, 2.821], [-1.646, -0.172, 2.643]],
  "mulliken_spin": [1.32, 0.00, 0.01, 0.00, -0.01, 0.00, 0.00, -0.03, 0.14, -0.01, 0.01, 0.00, 0.00, 0.01, 0.04, 0.27, 0.09, 0.04, -0.01, 0.03, -0.01, 0.05, 0.07, 0.03, -0.01, 0.02, -0.01, 0.03, 0.00, 0.00, 0.00, -0.01, 0.00, 0.00, 0.00, 0.01, 0.00, 0.00, 0.00, 0.00, 0.00, 0.00, 0.01, 0.00, 0.00, 0.00, 0.01, 0.01, 0.00, 0.00, 0.00, 0.00, 0.00, 0.00, -0.01, 0.00, -0.01, 0.01, 0.00, 0.04, 0.02, 0.05, 0.54, 0.11, 0.06, 0.24, 0.18, 0.00, 0.00, 0.00, 0.00, 0.03, 0.00, 0.00, 0.01, 0.02, 0.24, -0.05, 0.04, 0.15, 0.23],
  "multiplicity": 5,
  "homo_energy_ev": [-8.444, -9.262],
  "de_lowest_kcal_mol": 43.01,
  "gap_ev": [8.34, 6.67]
}